--- a ---
The following is a quantum chemistry calculation of a 2-piece molecular cluster, C5H15NO overall, from OMol25.

Results
Lowest unoccupied orbital energy ... 0.033 Eh
Structure (SMILES) ... CC(C)N(C)C.O
Frontier orbital gap ... 9.3 eV
Highest occupied orbital energy ... -0.30969 hartree

Structure (ORCA input):
```
! RIJCOSX wB97M-V def2-TZVPD def2/J DEFGRID3
* xyz 0 1
H -0.19520 -1.45886 1.35541
C 2.14334 -1.24696 0.29406
H 1.72970 0.12221 -1.27872
H 0.48370 1.24420 1.25907
H -0.10674 0.61028 -2.21593
H -1.43186 0.99133 -1.08970
H 1.41629 2.10520 0.07265
H -2.87878 0.57050 0.40755
H -3.52100 1.77020 -0.32277
H -1.47676 -0.45542 -2.07965
C 1.28502 -0.09226 -0.31790
H -1.33230 -0.11797 1.19585
H 2.22262 1.16301 1.24130
H -1.61502 -1.68174 0.38299
H 1.57991 -2.06513 0.73212
C -0.80689 0.18561 -1.49871
H 2.79614 -0.85881 1.07263
N -0.08240 -0.60051 -0.51230
O -3.48629 1.32198 0.52551
H 2.78132 -1.70274 -0.46851
C -0.85048 -0.94567 0.65488
C 1.34567 1.14154 0.59017
*
```

--- b ---
The following is a quantum chemistry calculation of a 2-piece molecular cluster, C5H15NO overall, from OMol25.

Results
Lowest unoccupied orbital energy ... 0.029 Eh
Structure (SMILES) ... CCNC(C)C.O
Frontier orbital gap ... 9.2 eV
Highest occupied orbital energy ... -0.30859 hartree

Structure (ORCA input):
```
! RIJCOSX wB97M-V def2-TZVPD def2/J DEFGRID3
* xyz 0 1
O 2.58577 -2.30479 -2.59254
H 2.13357 0.19301 1.10261
C -1.36955 -0.34794 -0.98107
H 1.81639 -1.83960 -2.24855
H -1.20631 1.31987 -2.37039
H 0.19398 -1.27312 0.03283
H 1.63747 1.52839 0.10388
H 0.11816 0.30070 3.17254
H -1.11170 -1.01457 -1.80636
H -2.22410 -0.83078 -0.48592
C -0.34952 -0.18404 2.33162
C 1.44595 1.03254 1.05333
H 0.12194 -1.17070 2.33038
H -1.67612 1.79362 -0.73527
H -1.42523 -0.24658 2.46212
C -1.77643 1.01909 -1.49690
H -2.85190 1.01543 -1.68827
H 3.19491 -2.33030 -1.84020
N -0.18365 -0.35100 -0.12312
H -0.65051 1.40415 0.89802
H 1.59099 1.74772 1.86807
C -0.01411 0.53887 1.01320
*
```

--- c ---
The following is a quantum chemistry calculation of a 2-piece molecular cluster, C5H15NO overall, from OMol25.

Results
Lowest unoccupied orbital energy ... 0.031 Eh
Structure (SMILES) ... CC[C@@H](C)NC.O
Frontier orbital gap ... 9.2 eV
Highest occupied orbital energy ... -0.30769 hartree

Structure (ORCA input):
```
! RIJCOSX wB97M-V def2-TZVPD def2/J DEFGRID3
* xyz 0 1
C 1.97332 -0.06685 -2.47875
C 0.33413 -1.03713 0.17786
C -1.42216 1.13919 1.06214
H -1.42701 -1.50454 4.00433
H -0.52024 1.34884 1.66510
N 0.61723 0.12372 -1.94880
C -1.07852 1.01024 -0.50416
H -0.63303 -1.54456 0.26709
H -1.48560 0.08185 1.23614
H 1.08624 -1.61615 -0.38461
H -1.65428 0.23865 -1.01919
H 2.56649 0.43730 -1.68056
H -0.08538 -0.29920 -2.53498
H -2.44577 1.54555 1.09607
H 1.02611 1.01393 -0.01625
H -1.10031 1.94739 -1.05237
H 2.36150 -1.05436 -2.68631
H 0.73003 -1.27242 1.19513
H 2.10723 0.58859 -3.35182
H -0.55110 -0.54011 3.28893
C 0.31355 0.33834 -0.51480
O -0.71242 -0.87826 4.17981
*
```

--- d ---
The following is a quantum chemistry calculation of a 2-piece molecular cluster, C5H15NO overall, from OMol25.

Results
Lowest unoccupied orbital energy ... 0.026 Eh
Structure (SMILES) ... CCNC(C)C.O
Frontier orbital gap ... 9.4 eV
Highest occupied orbital energy ... -0.32049 hartree

Structure (ORCA input):
```
! RIJCOSX wB97M-V def2-TZVPD def2/J DEFGRID3
* xyz 0 1
H -1.05938 -2.48023 0.20700
H 0.91245 1.75528 -0.40008
C -1.21146 -1.83769 1.07692
H -0.47037 -2.09552 1.83724
H 2.60233 1.09433 1.59295
H 2.10577 2.78959 1.41806
H 1.35247 1.79907 2.60234
C 0.66180 1.40462 0.61190
H -1.91334 0.92151 -0.87254
H 1.42930 0.08822 -2.77882
H -2.19550 -2.01355 1.51442
H -2.70421 -0.58440 -0.85190
H -1.04922 -0.43917 -1.52663
N 0.37251 -0.03124 0.62042
O 0.86731 -0.57334 -3.20096
H -0.23645 1.94270 0.92612
H 1.08462 -1.39020 -2.73574
C -1.05420 -0.38009 0.64710
H 0.80834 -0.44686 -0.20040
C -1.70987 -0.14822 -0.72083
H -1.48796 0.31612 1.36119
C 1.75071 1.77521 1.58927
*
```

d comes first in stability; the runner-up is 1.8 kcal/mol higher.

--- a ---
The following is a quantum chemistry calculation of a 2-piece molecular cluster, C5H15NO overall, from OMol25.

Results
Lowest unoccupied orbital energy ... 0.027 Eh
Structure (SMILES) ... CC(C)N(C)C.O
Frontier orbital gap ... 8.7 eV
Highest occupied orbital energy ... -0.29183 hartree

Structure (ORCA input):
```
! RIJCOSX wB97M-V def2-TZVPD def2/J DEFGRID3
* xyz 0 1
H -3.32891 2.01579 1.60179
O -3.52992 1.74206 0.68034
H 2.80921 -1.42822 -1.34783
H -1.94865 -0.61263 -0.98139
H 1.82479 -0.94099 0.67512
H 2.63532 0.25746 -1.91041
H 2.39105 1.40806 0.78529
C 1.33358 1.16995 0.68290
H -1.06574 -2.50680 0.21066
H -0.88342 0.86604 -1.27711
H 0.78987 1.08059 1.58628
C -0.06434 -2.03470 0.29979
H 1.07415 2.12727 0.05646
H -1.48168 0.66141 0.44991
H -4.31007 1.15309 0.73807
C 2.66427 -0.32772 -0.97727
C 1.39764 -0.21178 -0.10029
H -0.00715 -1.86352 1.34656
H 0.73133 -2.69831 0.02906
C -1.15566 0.06081 -0.50988
N 0.06091 -0.76606 -0.48376
H 3.52994 -0.03265 -0.39035
*
```

--- b ---
The following is a quantum chemistry calculation of a 2-piece molecular cluster, C5H15NO overall, from OMol25.

Results
Lowest unoccupied orbital energy ... 0.027 Eh
Structure (SMILES) ... CCN(C)CC.O
Frontier orbital gap ... 9.0 eV
Highest occupied orbital energy ... -0.30557 hartree

Structure (ORCA input):
```
! RIJCOSX wB97M-V def2-TZVPD def2/J DEFGRID3
* xyz 0 1
H -1.57285 2.47976 -2.55819
N 0.50936 -0.55034 0.84454
H -1.77223 -2.33657 1.20320
H -2.64605 -1.40843 -0.06489
C 0.31632 0.56519 1.75936
H 2.37775 -0.01252 1.03380
O -2.26453 1.83265 -2.35992
H -0.90920 0.04336 -0.62005
H -1.75988 1.44942 -1.62674
C 1.94617 0.30067 -1.08653
H -2.08690 -0.63521 1.42642
C -1.84736 -1.39084 0.66849
H 0.06827 0.14430 2.75882
C -0.59528 -0.83127 -0.01857
H -0.29351 -1.56421 -0.77497
H 1.20557 1.12584 1.98073
H 2.23865 -0.31399 -1.94090
H 2.41789 1.28571 -1.03911
C 1.90184 -0.49215 0.17474
H -0.58915 1.15417 1.56139
H 2.40859 -1.45386 0.09033
H 0.94655 0.60833 -1.41195
*
```

b comes first in stability; the runner-up is 13.4 kcal/mol higher.

--- a ---
The following is a quantum chemistry calculation of a 2-piece molecular cluster, C2H6NO3 overall, from OMol25.

Results
Lowest unoccupied orbital energy ... 0.150 Eh
Frontier orbital gap ... 7.9 eV
Highest occupied orbital energy ... -0.14048 hartree

Structure (ORCA input):
```
! RIJCOSX wB97M-V def2-TZVPD def2/J DEFGRID3
* xyz -1 1
H -0.19815 0.68833 0.78602
H -0.56825 -2.91490 1.37019
C -0.29668 0.17946 -0.19349
H 1.05674 -2.55146 0.47245
N -0.36215 -1.14391 -0.16735
H -0.54785 -1.65027 -0.95909
H 0.21475 2.47604 -1.16957
O 0.42325 3.39648 -0.73171
H -0.01121 4.05239 -1.31444
O 0.70805 -1.33302 2.03342
O -0.71445 0.90708 -1.24000
C 0.29594 -2.10621 1.11358
*
```

--- b ---
The following is a quantum chemistry calculation of C2H6NO3 as an isolated structure, from OMol25.

Results
Lowest unoccupied orbital energy ... 0.137 Eh
Frontier orbital gap ... 8.0 eV
Highest occupied orbital energy ... -0.15660 hartree

Structure (ORCA input):
```
! RIJCOSX wB97M-V def2-TZVPD def2/J DEFGRID3
* xyz -1 1
H 0.81159 -0.05274 -0.04848
C -0.21570 0.15205 -0.36844
H -1.10438 0.81749 0.21282
H 0.67321 0.45647 -1.91850
N -1.23644 -0.42605 0.25282
H 2.75190 -0.38332 -2.48211
O 2.19458 0.39693 -2.44064
O -0.26695 0.70165 -1.59041
O -0.19744 0.59063 2.24406
H -0.55418 -1.45099 1.98208
C -0.92055 -0.40017 1.84171
H -1.93564 -0.40195 2.31509
*
```

--- c ---
The following is a quantum chemistry calculation of C2H6NO3 as an isolated structure, from OMol25.

Results
Lowest unoccupied orbital energy ... 0.151 Eh
Frontier orbital gap ... 8.4 eV
Highest occupied orbital energy ... -0.15857 hartree

Structure (ORCA input):
```
! RIJCOSX wB97M-V def2-TZVPD def2/J DEFGRID3
* xyz -1 1
H -0.30851 -1.18730 0.26486
C 0.13896 0.77771 -0.37137
N -0.60751 -0.20588 0.23000
O 2.99060 0.86681 1.00791
H -0.40790 1.72741 -0.32346
O 1.32474 1.08638 -0.59812
H 2.55041 0.71515 -0.01555
H -2.55067 -0.57680 -0.79483
H 3.60549 1.63868 0.78311
C -2.07772 -1.32318 -0.16138
H -2.64573 -1.06945 0.79177
O -2.01215 -2.44953 -0.81294
*
```

a comes first in stability; the runner-up is 49.3 kcal/mol higher.